Entry from the OMol25 dataset: a cluster of 10 separate species, C47H112BN8O22 in total at a distorted geometry (ωB97M-V/def2-TZVPD).

Last column: Mulliken charge in e.
Cartesian coordinates (Å):
O1 33.85767 -7.70187 -22.91476  -0.72
C1 32.62776 -7.55882 -22.88534  0.13
O2 31.85967 -7.11335 -21.91959  -0.07
B1 30.46446 -7.25079 -22.22097  1.22
O3 30.50015 -7.62470 -23.64598  -0.95
C2 31.66653 -7.83271 -24.03349  0.79
O4 32.02021 -8.10265 -25.18100  -0.74
O5 29.73452 -5.97043 -21.88069  0.30
C3 29.07383 -6.08950 -20.74611  0.51
O6 28.67952 -5.22348 -20.01764  0.01
C4 28.98904 -7.68507 -20.50954  -0.65
O7 29.67289 -8.27960 -21.44286  0.01
O8 28.38092 -8.17254 -19.54558  -0.80
C5 30.27963 -5.29194 -14.14576  -1.10
O9 29.32856 -5.34681 -15.22868  -0.12
C6 29.60539 -6.34835 -16.16213  -0.11
C7 30.95688 -6.37643 -16.98113  -0.36
N1 31.00518 -7.56413 -17.83864  -0.25
C8 32.28193 -7.70240 -18.59689  0.48
C9 33.54704 -7.97296 -17.74777  -0.92
O10 34.59916 -8.58113 -18.46324  -0.49
C10 35.19121 -7.76572 -19.46438  -0.31
H1 31.25454 -5.11979 -14.60185  0.35
H2 30.42708 -6.24842 -13.64427  0.42
H3 30.13485 -4.54780 -13.36256  0.33
H4 28.76813 -6.21697 -16.84758  -0.56
H5 29.46354 -7.28310 -15.61971  0.47
H6 31.63364 -6.44299 -16.12926  0.61
H7 31.06958 -5.47882 -17.58915  0.16
H8 30.15591 -7.69315 -18.36986  0.13
H9 32.38520 -6.89543 -19.32231  0.04
H10 32.14286 -8.50885 -19.31689  0.04
H11 33.34720 -8.73469 -16.99415  0.32
H12 33.85016 -7.17672 -17.06790  0.39
H13 36.11593 -8.08103 -19.94766  0.31
H14 35.20653 -6.74717 -19.07655  0.24
H15 34.48830 -7.88558 -20.28879  -0.05
C11 24.51335 -4.20543 -13.28398  -0.87
O11 25.42250 -3.84782 -14.32492  -0.15
C12 26.83936 -3.64125 -13.99709  -0.72
C13 27.38860 -2.87083 -15.11680  -0.54
N2 27.33610 -3.68556 -16.29854  0.49
C14 28.04227 -3.05828 -17.43359  0.12
C15 27.52184 -1.64611 -17.82395  -1.16
O12 26.16717 -1.73183 -18.13972  0.11
C16 25.82299 -0.46206 -18.70048  -1.04
H16 23.51281 -3.97147 -13.64767  0.21
H17 24.77123 -3.61523 -12.40463  0.36
H18 24.62216 -5.26670 -13.06044  0.26
H19 27.52591 -4.42147 -13.66845  0.19
H20 26.80994 -3.09867 -13.05218  0.57
H21 28.33324 -2.51907 -14.70205  0.17
H22 26.83614 -1.94360 -15.26886  0.46
H23 27.79336 -4.49906 -15.91223  -0.28
H24 28.19426 -3.75085 -18.26145  -0.76
H25 29.06105 -3.07347 -17.04634  0.77
H26 28.12039 -1.23994 -18.63934  0.38
H27 27.86453 -0.89597 -17.11124  0.57
H28 24.79761 -0.39139 -19.06338  0.14
H29 26.43730 -0.00168 -19.47429  0.34
H30 26.03980 0.30249 -17.95445  0.45
C17 26.06387 -7.28186 -15.99671  -0.75
O13 25.69428 -6.27882 -16.97704  -0.14
C18 25.72627 -6.92291 -18.18239  0.15
C19 25.31081 -6.02717 -19.38569  -0.06
N3 25.81523 -4.64499 -19.20912  0.82
C20 25.47758 -3.71719 -20.32549  1.78
C21 23.92327 -3.38912 -20.33560  -1.84
O14 23.59481 -2.76943 -19.14601  -0.04
C22 22.30799 -2.11329 -19.24804  -1.02
H31 25.24231 -7.91891 -15.66915  0.38
H32 26.36128 -6.76507 -15.08426  0.10
H33 26.91746 -7.91619 -16.23569  0.24
H34 25.14477 -7.84190 -18.25592  0.40
H35 26.78656 -7.13818 -18.31486  -0.36
H36 24.24057 -5.97848 -19.58643  0.59
H37 25.78154 -6.53380 -20.22821  -0.54
H38 26.81597 -4.70854 -19.32984  -0.81
H39 25.51134 -4.17270 -21.31517  -0.35
H40 26.01357 -2.77740 -20.45823  -0.48
H41 23.23932 -4.22734 -20.46863  0.38
H42 23.57573 -2.75924 -21.15448  0.57
H43 21.44283 -2.69907 -19.55863  0.31
H44 22.33372 -1.30143 -19.97490  0.36
H45 22.02589 -1.68947 -18.28424  0.26
C23 30.09348 0.21623 -24.88722  -0.48
O15 30.91702 -0.81627 -24.34803  -0.47
C24 30.34060 -2.14011 -24.40898  0.10
C25 31.14798 -3.14704 -23.56639  -0.83
N4 30.57384 -3.21252 -22.25010  0.83
C26 30.91242 -2.17186 -21.23414  -0.08
C27 32.34540 -2.29266 -20.66977  -1.14
O16 32.49444 -2.98541 -19.42689  -0.04
C28 33.81184 -3.01445 -18.91276  -0.90
H46 30.60935 1.14896 -24.65917  0.29
H47 29.14284 0.19501 -24.35436  0.06
H48 29.86288 0.19188 -25.95227  0.30
H49 30.29081 -2.48548 -25.44162  0.64
H50 29.29381 -2.07230 -24.11276  -0.51
H51 32.19063 -2.84369 -23.66105  0.38
H52 31.17884 -4.19429 -23.86708  0.42
H53 31.04506 -4.01631 -21.86024  -0.50
H54 30.24330 -2.20742 -20.37442  -0.17
H55 30.80769 -1.20227 -21.72100  0.59
H56 32.82224 -1.31264 -20.68650  0.44
H57 32.95403 -2.89223 -21.34665  0.33
H58 33.84103 -3.61260 -18.00201  0.22
H59 34.42569 -2.15279 -18.65040  0.31
H60 34.34461 -3.52732 -19.71352  0.36
C29 26.33168 -6.94828 -22.90249  -0.85
O17 26.41995 -5.62152 -22.68796  -0.08
C30 27.01651 -4.95992 -23.71708  -0.42
C31 26.63307 -3.38422 -23.72710  -1.15
N5 27.18023 -2.82746 -22.45465  1.38
C32 27.27788 -1.36557 -22.23251  0.73
C33 26.14085 -0.49189 -22.64506  -1.39
O18 25.96255 -0.47846 -24.09140  -0.32
C34 25.62545 0.83774 -24.59141  -0.89
H61 27.25439 -7.46948 -23.15756  0.14
H62 25.46403 -7.17364 -23.52257  0.35
H63 26.07575 -7.38393 -21.93667  0.21
H64 26.68447 -5.37450 -24.66891  0.59
H65 28.08993 -5.13589 -23.64700  -0.16
H66 25.56025 -3.34997 -23.91678  0.46
H67 27.15671 -2.90648 -24.55516  0.54
H68 28.07025 -3.27071 -22.27719  -0.72
H69 28.18063 -0.90379 -22.63238  -0.17
H70 27.48699 -1.09084 -21.19864  -0.33
H71 26.51949 0.47573 -22.31576  0.64
H72 25.15081 -0.51598 -22.18971  0.39
H73 26.47358 1.16604 -25.19223  0.26
H74 25.18345 1.57309 -23.91910  0.34
H75 24.98727 0.55901 -25.42994  0.31
C35 29.65981 -10.59320 -25.99150  -0.43
O19 28.79392 -11.31916 -25.15461  -0.53
H76 29.76001 -9.50976 -25.92662  0.22
H77 30.65451 -11.00461 -25.81999  0.04
H78 29.46698 -10.80786 -27.04262  0.42
H79 27.90228 -11.28729 -25.50897  0.27
C36 32.66158 -6.24300 -28.12012  -0.97
C37 32.22390 -5.90784 -29.55965  0.27
C38 31.94215 -7.00748 -30.61559  -0.80
O20 30.87927 -7.81485 -30.02660  -0.18
C39 30.16644 -8.71765 -30.92041  -0.90
N6 31.01240 -5.16823 -29.51811  -0.61
H80 33.50749 -6.92953 -28.08534  0.25
H81 31.82590 -6.71998 -27.60805  0.08
H82 32.94732 -5.36670 -27.53827  0.39
H83 32.90262 -5.13337 -29.91691  0.27
H84 32.74166 -7.68379 -30.91807  0.43
H85 31.71335 -6.50717 -31.55657  0.44
H86 29.41455 -8.13807 -31.45597  0.33
H87 29.83168 -9.65836 -30.48325  0.21
H88 30.83533 -9.07639 -31.70271  0.35
H89 30.60525 -4.93925 -30.41359  0.21
H90 30.39871 -5.65357 -28.87941  0.27
C40 36.62963 -13.87614 -25.57565  -1.57
C41 35.85188 -13.24846 -26.69049  0.66
C42 35.47042 -11.71408 -26.53125  -0.58
O21 34.19425 -11.64756 -27.19252  -0.44
C43 33.63520 -10.24431 -27.16465  -0.85
N7 36.75121 -13.50063 -27.85858  -0.76
H91 37.71159 -13.74506 -25.59197  0.47
H92 36.38583 -14.92803 -25.42665  0.37
H93 36.48609 -13.44164 -24.58635  0.28
H94 34.90196 -13.74677 -26.88401  0.17
H95 36.15636 -10.96387 -26.92466  0.41
H96 35.33380 -11.40799 -25.49407  0.26
H97 34.28546 -9.69193 -27.84298  0.47
H98 33.70452 -9.78864 -26.17690  0.34
H99 32.66012 -10.11562 -27.63449  0.23
H100 37.41380 -14.22711 -27.62773  0.27
H101 37.42130 -12.76724 -28.04082  0.25
C44 33.44649 -12.90068 -23.03907  -1.59
C45 32.26882 -12.07562 -22.52474  1.23
C46 31.81985 -12.61232 -21.17146  -0.96
O22 30.47132 -12.44159 -20.79794  -0.48
C47 29.90789 -11.17271 -20.93076  -0.36
N8 32.77045 -10.70060 -22.53419  -0.29
H102 33.53335 -12.45234 -24.02879  0.12
H103 33.27209 -13.97533 -23.09214  0.51
H104 34.40210 -12.82333 -22.52051  0.40
H105 31.48886 -12.26058 -23.26336  -0.11
H106 32.43665 -12.22455 -20.36072  0.39
H107 32.07583 -13.67020 -21.11277  0.34
H108 30.20794 -10.54984 -20.08808  0.33
H109 28.81855 -11.20811 -20.91748  0.31
H110 30.06621 -10.66727 -21.88342  0.03
H111 32.15383 -10.16621 -21.93895  -0.01
H112 32.85039 -10.24659 -23.43285  0.06

For the HOMO-LUMO gap, the calculation gives 7.463 eV. The net charge is -1. As for the HOMO energy: -5.31 eV. Its spin multiplicity is 1.



Entry from the OMol25 dataset: a cluster of 10 separate species, C47H121N7O15 in total at a distorted geometry (ωB97M-V/def2-TZVPD).

Last column: Mulliken charge in e.
Cartesian coordinates (Å):
C1 -2.43361 3.67913 -2.09807  -0.37
C2 -1.83577 4.19269 -3.39731  0.56
C3 -1.74118 3.18155 -4.49692  -0.99
O1 -2.63539 5.27283 -3.85765  -0.58
H1 -1.74199 3.04045 -1.54297  -0.46
H2 -3.36938 3.16765 -2.32085  0.02
H3 -2.49396 4.50219 -1.38287  0.61
H4 -0.83840 4.56087 -3.13943  0.07
H5 -2.67294 2.73087 -4.83858  0.32
H6 -1.14221 2.33313 -4.15949  -0.07
H7 -1.19580 3.66066 -5.31032  0.41
H8 -2.65090 5.93403 -3.16026  0.35
C4 -0.39887 -0.08321 3.22396  -1.18
C5 -1.06323 -1.27681 3.94953  0.17
C6 -2.57520 -1.31965 3.74371  -1.18
O2 -0.57140 -2.46313 3.36940  -0.53
H9 -0.70247 0.89255 3.60700  0.47
H10 -0.67502 -0.16384 2.17133  -0.23
H11 0.69083 -0.04664 3.27071  0.58
H12 -0.79378 -1.24871 5.00831  0.40
H13 -3.09477 -2.21753 4.07519  0.33
H14 -2.77805 -1.10579 2.69406  0.06
H15 -3.02988 -0.52958 4.34569  0.64
H16 0.37352 -2.36509 3.22180  0.39
C7 -4.21940 3.65668 1.96852  -1.36
C8 -2.76656 4.04974 2.32919  0.19
C9 -1.76847 3.20286 1.57088  1.51
O3 -2.61023 5.44008 1.99612  -0.60
H17 -4.51828 2.69826 2.39110  0.28
H18 -4.30909 3.69478 0.88225  0.24
H19 -4.90115 4.39411 2.39316  0.41
H20 -2.67548 3.93623 3.41180  0.39
H21 -1.85021 3.51607 0.52983  -0.54
H22 -2.01278 2.13809 1.57637  -0.90
H23 -0.74717 3.18369 1.95307  0.00
H24 -1.82320 5.75323 2.45106  0.30
C10 1.97856 -3.19913 -2.89737  -1.37
O4 0.78121 -3.49286 -2.14320  0.30
C11 0.73620 -4.93426 -1.87807  -0.49
C12 -0.59156 -5.51785 -1.30502  -0.76
N1 -0.74764 -4.98805 0.02765  -0.38
C13 -1.94443 -5.47261 0.73131  -1.07
C14 -2.26300 -4.56425 1.90154  0.77
O5 -3.10511 -5.37928 2.73999  -0.50
C15 -3.56205 -4.64427 3.86705  -0.29
H25 2.04170 -2.14495 -3.16645  0.29
H26 1.93068 -3.81144 -3.80026  0.48
H27 2.96179 -3.40183 -2.46648  0.49
H28 1.59861 -5.24711 -1.28523  -0.01
H29 0.98400 -5.44730 -2.81258  0.62
H30 -0.56076 -6.60514 -1.23047  0.64
H31 -1.43352 -5.20765 -1.93314  0.08
H32 -0.76236 -3.98465 -0.07296  0.14
H33 -1.75773 -6.48050 1.10250  0.37
H34 -2.78688 -5.48185 0.03364  0.24
H35 -2.74683 -3.66613 1.50955  -0.50
H36 -1.37064 -4.22494 2.43190  0.51
H37 -4.23912 -5.26404 4.45770  0.38
H38 -4.21497 -3.82648 3.55148  -0.18
H39 -2.78110 -4.32632 4.55943  0.31
C16 -6.79110 -4.76847 -4.74915  -0.76
O6 -6.22645 -4.88417 -3.44443  -0.36
C17 -6.79548 -4.06732 -2.47187  -0.86
C18 -5.88428 -3.88880 -1.28682  0.65
N2 -6.49103 -3.04639 -0.28273  -0.40
C19 -5.90459 -3.25057 1.03247  0.07
C20 -6.20440 -2.02442 1.95703  -0.96
O7 -5.52401 -0.86998 1.50131  -0.43
C21 -4.15287 -0.81270 1.87611  0.21
H40 -6.62671 -5.67760 -5.32591  0.26
H41 -6.25021 -3.92582 -5.18374  0.27
H42 -7.86987 -4.60376 -4.76494  0.32
H43 -7.79813 -4.36906 -2.15591  0.47
H44 -6.99124 -3.05780 -2.85260  0.25
H45 -4.88259 -3.53934 -1.55580  -0.74
H46 -5.65739 -4.86044 -0.84011  0.72
H47 -6.26452 -2.08403 -0.50179  0.17
H48 -4.82168 -3.40179 0.97607  -0.39
H49 -6.32091 -4.17236 1.44358  0.60
H50 -5.91345 -2.23097 2.98835  0.40
H51 -7.27738 -1.87060 1.84093  0.40
H52 -3.46820 -1.40580 1.26615  -0.17
H53 -3.97671 -1.01265 2.93453  0.59
H54 -3.91388 0.23458 1.68491  -0.54
C22 -0.25125 -0.17634 -5.82880  -0.46
O8 -1.36992 -0.95496 -5.50126  -0.43
C23 -1.18123 -1.96728 -4.49411  0.77
C24 -2.48781 -2.52349 -4.06601  -0.90
N3 -3.15615 -1.69131 -3.09331  0.47
C25 -3.72931 -0.45935 -3.61036  -0.43
C26 -4.72923 0.24418 -2.62187  -0.85
O9 -5.72365 -0.63990 -2.16049  0.02
C27 -6.74245 0.07516 -1.50302  -1.07
H55 -0.00878 0.41193 -4.93813  -0.01
H56 -0.56402 0.46424 -6.65118  0.26
H57 0.65855 -0.73902 -6.05223  0.32
H58 -0.67306 -1.52430 -3.63437  -0.79
H59 -0.53518 -2.74268 -4.91249  0.66
H60 -2.23812 -3.40538 -3.46987  -0.07
H61 -3.06840 -2.89720 -4.91420  0.54
H62 -3.86104 -2.25470 -2.63427  -0.80
H63 -4.15384 -0.72974 -4.58059  0.42
H64 -2.85705 0.17927 -3.75772  0.30
H65 -5.14381 1.07665 -3.19581  0.53
H66 -4.19586 0.65716 -1.76167  0.08
H67 -6.36958 0.60652 -0.62587  0.34
H68 -7.44846 -0.67779 -1.15077  0.41
H69 -7.29885 0.68997 -2.21321  0.38
C28 9.28332 9.16738 4.17188  -0.71
O10 7.86368 9.07283 4.34706  -0.32
C29 7.26854 8.55492 3.14029  -0.35
C30 5.71268 8.51286 3.31948  -0.68
N4 5.05289 7.80333 2.24587  -0.18
C31 3.62501 7.64362 2.36112  -0.79
C32 3.01190 6.96112 1.12916  -0.44
O11 1.86245 6.25305 1.52537  -0.37
C33 1.36988 5.41601 0.47977  -0.36
H70 9.56903 9.93785 3.45314  0.29
H71 9.70287 8.21339 3.84515  0.29
H72 9.79215 9.41262 5.10360  0.27
H73 7.57971 7.51755 2.99554  0.23
H74 7.52091 9.16161 2.26940  0.33
H75 5.31641 9.52127 3.44048  0.39
H76 5.60184 7.97011 4.26472  0.30
H77 5.49776 6.89321 2.23900  0.21
H78 3.10904 8.58989 2.52746  0.50
H79 3.42100 7.04657 3.25714  0.32
H80 3.76361 6.45097 0.52209  0.21
H81 2.75135 7.80887 0.48634  0.41
H82 0.46786 4.99460 0.92050  0.09
H83 2.04990 4.59999 0.22052  0.05
H84 1.24396 5.95451 -0.46196  0.45
C34 3.69151 -0.58771 -0.86495  0.24
O12 4.01950 -1.73648 -0.12301  -0.37
C35 3.52199 -2.91736 -0.71009  1.28
C36 4.17656 -4.15861 -0.12230  -1.06
N5 5.63364 -4.12094 -0.23048  -0.46
C37 6.35545 -5.09242 0.62276  -0.87
C38 5.90580 -6.54040 0.53172  -0.57
O13 4.60069 -6.76059 1.00264  -0.22
C39 4.26437 -8.14392 1.17494  -0.78
H85 2.62837 -0.33766 -0.89415  -0.05
H86 4.04242 -0.75350 -1.88725  0.50
H87 4.17430 0.30465 -0.46665  -0.56
H88 3.85183 -2.90070 -1.75438  0.50
H89 2.43439 -2.98785 -0.65080  -0.82
H90 3.85346 -5.04161 -0.67374  0.18
H91 3.81729 -4.27813 0.90390  0.35
H92 5.96806 -3.18006 -0.07588  0.29
H93 6.32075 -4.72418 1.65249  0.40
H94 7.40992 -5.09344 0.34300  0.41
H95 6.69897 -7.04898 1.08766  0.49
H96 6.09674 -6.79615 -0.51528  0.32
H97 4.17755 -8.55712 0.16708  0.32
H98 3.32106 -8.25450 1.70385  0.23
H99 5.11259 -8.64461 1.64491  0.31
C40 6.51700 2.74406 0.74332  -1.44
C41 5.48811 3.81838 0.98566  0.30
C42 4.27802 3.35293 1.78214  -0.94
O14 3.53597 2.39272 1.02731  -0.10
C43 2.37520 1.87843 1.64088  -0.68
N6 6.18094 4.87448 1.72222  -0.41
H100 7.41689 3.09473 0.23605  0.46
H101 6.08735 1.93287 0.15252  0.15
H102 6.90227 2.35080 1.68595  0.36
H103 5.14737 4.18781 0.01622  0.06
H104 3.58179 4.16382 2.01187  0.45
H105 4.59675 2.87836 2.71483  0.46
H106 2.16752 0.98915 1.04743  -0.56
H107 1.58115 2.62701 1.58718  0.49
H108 2.48751 1.59829 2.69090  0.63
H109 7.10065 5.01266 1.33230  0.18
H110 6.17690 4.78601 2.72768  0.26
C44 0.33349 -1.59982 0.75157  0.68
C45 -0.80329 -0.98344 -0.06293  2.09
C46 -0.49062 0.11851 -1.06482  -0.36
O15 0.22556 1.14460 -0.36625  1.14
C47 0.99321 2.11315 -1.09704  -0.24
N7 -1.51907 -2.09975 -0.70989  0.95
H111 -0.03470 -2.12361 1.63416  -1.45
H112 0.88135 -0.76184 1.18919  0.93
H113 1.02109 -2.22132 0.17946  -0.91
H114 -1.53023 -0.57964 0.64641  -1.12
H115 -1.35999 0.60072 -1.51704  0.03
H116 0.17445 -0.25363 -1.84956  0.28
H117 2.05130 2.05061 -0.84509  0.11
H118 0.60113 3.11512 -0.91143  -0.24
H119 0.84208 2.05277 -2.17807  0.21
H120 -2.15019 -1.81748 -1.45760  -0.09
H121 -0.80946 -2.65433 -1.18052  -1.09

As for the structure (SMILES): COC[C@H](C)N.COC[C@H](C)N.COCCNCCOC.COCCNCCOC.COCCNCCOC.COCCNCCOC.COCCNCCOC.CC(C)O.CC(C)O.CC(C)O. For the HOMO-LUMO gap, the calculation gives 8.864 eV. The net charge is 0. As for the HOMO energy: -8.34 eV. Its spin multiplicity is 1.